Record 1
DFT (ωB97M-V with the def2-TZVPD basis set) results for a molecular structure, C40H51GaNO6PSiTe at a distorted geometry.

Last column: Löwdin charge in e.
Geometry (Å):
Ga: 0.641 -1.294 -0.440  0.484
C: -2.072 2.762 4.562  -0.047
C: -1.322 1.743 3.743  -0.255
C: -1.155 0.436 4.176  0.040
C: -0.444 -0.505 3.445  -0.072
C: -0.412 -1.884 4.027  -0.316
O: -1.356 -2.282 4.680  0.098
C: 0.808 -2.734 3.897  -0.152
C: 0.656 -4.106 3.728  -0.017
C: 1.767 -4.931 3.671  -0.075
C: 3.036 -4.391 3.832  -0.087
C: 3.189 -3.027 4.040  -0.080
C: 2.081 -2.198 4.059  -0.027
C: 0.087 -0.172 2.170  -0.251
O: 0.708 -1.064 1.438  -0.100
C: -0.095 1.165 1.712  -0.056
C: -0.778 2.082 2.521  0.029
C: 0.421 1.630 0.423  -0.159
N: 0.763 0.840 -0.528  0.061
C: 1.323 1.360 -1.776  -0.273
C: 0.373 1.090 -2.943  -0.499
Te: 1.340 0.968 -4.863  1.279
C: 2.613 2.624 -4.451  -0.562
C: 3.983 2.501 -4.648  -0.152
C: 4.830 3.559 -4.346  -0.088
C: 4.312 4.738 -3.832  -0.090
C: 2.943 4.866 -3.640  -0.085
C: 2.095 3.816 -3.958  -0.154
C: 0.555 3.111 0.252  -0.209
C: 1.587 3.782 0.898  -0.016
C: 1.725 5.154 0.754  -0.064
C: 0.818 5.866 -0.019  -0.081
C: -0.216 5.199 -0.660  -0.067
C: -0.346 3.824 -0.532  -0.029
H: -2.462 2.321 5.478  0.075
H: -2.909 3.175 3.997  0.080
H: -1.414 3.590 4.833  0.080
H: -1.582 0.118 5.120  0.129
H: -0.344 -4.512 3.651  0.113
H: 1.642 -5.995 3.516  0.105
H: 3.906 -5.034 3.789  0.102
H: 4.179 -2.617 4.198  0.104
H: 2.197 -1.132 4.221  0.123
H: -0.916 3.095 2.162  0.126
H: 2.270 0.836 -1.942  0.090
H: 1.535 2.425 -1.711  0.098
H: -0.406 1.849 -2.991  0.040
H: -0.103 0.115 -2.827  0.016
H: 4.386 1.574 -5.037  0.089
H: 5.896 3.456 -4.507  0.104
H: 4.971 5.560 -3.584  0.102
H: 2.534 5.789 -3.249  0.101
H: 1.025 3.930 -3.822  0.098
H: 2.283 3.223 1.512  0.128
H: 2.533 5.670 1.255  0.107
H: 0.916 6.939 -0.120  0.105
H: -0.928 5.755 -1.256  0.108
H: -1.155 3.302 -1.030  0.104
C: 3.947 -1.039 0.226  -0.206
Si: 2.865 -2.098 -0.917  0.502
C: 3.068 -3.929 -0.490  -0.213
C: 3.406 -1.859 -2.718  -0.230
H: 5.014 -1.227 0.092  0.033
H: 3.684 -1.259 1.262  0.016
H: 3.762 0.025 0.059  0.019
H: 4.106 -4.171 -0.256  0.032
H: 2.754 -4.544 -1.336  0.030
H: 2.454 -4.199 0.368  0.012
H: 4.277 -2.484 -2.931  0.031
H: 3.665 -0.825 -2.947  -0.001
H: 2.603 -2.160 -3.393  0.020
C: -2.784 -2.274 1.582  -0.017
C: -3.282 -3.405 0.689  -0.594
C: -4.803 -3.370 0.544  -0.019
C: -2.848 -4.745 1.269  -0.025
O: -2.677 -3.371 -0.636  -0.133
P: -2.304 -2.150 -1.572  0.316
O: -2.039 -2.590 -2.942  -0.239
O: -1.110 -1.377 -0.925  -0.261
O: -3.570 -1.191 -1.372  -0.161
C: -3.802 0.108 -1.955  -0.610
C: -5.311 0.312 -1.865  -0.026
C: -3.086 1.163 -1.109  -0.026
C: -3.341 0.167 -3.409  -0.024
H: -3.143 -2.416 2.602  0.096
H: -3.121 -1.308 1.211  0.087
H: -1.695 -2.275 1.598  0.071
H: -5.274 -3.421 1.526  0.092
H: -5.136 -4.219 -0.055  0.091
H: -5.109 -2.456 0.043  0.070
H: -3.249 -4.861 2.276  0.092
H: -1.760 -4.796 1.310  0.082
H: -3.210 -5.559 0.640  0.089
H: -5.635 0.275 -0.824  0.086
H: -5.825 -0.477 -2.414  0.093
H: -5.584 1.280 -2.285  0.088
H: -3.488 1.167 -0.094  0.093
H: -3.232 2.151 -1.550  0.088
H: -2.022 0.935 -1.054  0.054
H: -3.748 -0.683 -3.956  0.095
H: -2.255 0.096 -3.470  0.060
H: -3.675 1.098 -3.867  0.093

Values from the calculation:
Orbital gap   7.87 eV
Relative energy (zero: lowest compared OMol25 entry of this formula, charge and spin)   0.201 eV
Lowest unoccupied orbital energy   -0.19 eV
HOMO   -0.2964 Ha

***

Record 2
DFT (ωB97M-V with the def2-TZVPD basis set) results for a molecular structure, C40H51N4O2S4SeTi at a distorted geometry.

Last column: Löwdin charge in e.
Geometry (Å):
Ti: -0.936 -1.240 0.991  0.716
C: -0.398 -4.580 -1.084  -0.447
C: -1.685 -4.447 -1.914  -0.492
S: -2.021 -2.819 -2.678  0.881
C: -3.790 -2.677 -2.383  -0.510
C: -4.264 -2.784 -0.921  -0.454
S: -3.421 -1.779 0.358  0.827
C: -4.273 -2.439 1.862  -0.412
C: -3.480 -3.488 2.667  -0.449
S: -1.793 -2.957 2.966  0.879
C: -0.918 -4.581 3.090  -0.415
C: -0.637 -5.196 1.704  -0.408
S: -0.559 -3.818 0.509  0.889
H: 0.451 -4.141 -1.584  0.069
H: -0.152 -5.644 -0.888  0.118
H: -2.474 -4.684 -1.193  0.063
H: -1.694 -5.192 -2.716  0.094
H: -4.300 -3.467 -2.960  0.104
H: -4.101 -1.719 -2.825  0.092
H: -4.333 -3.814 -0.613  0.076
H: -5.307 -2.350 -0.868  0.117
H: -5.239 -2.808 1.507  0.103
H: -4.484 -1.558 2.453  0.069
H: -3.532 -4.482 2.186  0.108
H: -3.854 -3.588 3.697  0.104
H: -1.515 -5.208 3.798  0.120
H: 0.038 -4.381 3.607  0.095
H: -1.428 -5.928 1.474  0.106
H: 0.352 -5.646 1.780  0.099
C: -3.058 1.033 2.278  -0.005
O: -1.736 0.327 2.233  -0.309
C: -0.877 0.344 3.334  -0.218
C: -1.184 1.094 4.489  0.010
C: -0.228 1.220 5.469  -0.049
C: 1.003 0.599 5.406  -0.027
C: 1.346 -0.043 4.224  0.013
C: 0.410 -0.209 3.206  -0.233
N: 0.710 -0.902 2.055  -0.083
N: 1.799 -1.645 2.199  0.167
C: 2.293 -2.032 1.026  -0.134
C: 1.646 -1.777 -0.246  -0.242
O: 0.357 -1.467 -0.314  -0.298
C: 2.379 -2.002 -1.439  0.015
C: 3.649 -2.495 -1.420  0.069
C: 4.225 -2.909 -0.168  -0.143
C: 5.502 -3.553 -0.133  0.028
C: 5.997 -4.109 1.064  -0.029
C: 5.297 -4.003 2.275  -0.012
C: 4.043 -3.338 2.272  0.019
C: 3.515 -2.803 1.059  -0.097
H: -2.836 2.103 2.466  0.116
H: -3.709 0.629 3.030  0.096
H: -3.537 0.906 1.274  0.070
H: -2.117 1.617 4.705  0.131
H: -0.463 1.877 6.315  0.136
H: 1.805 0.658 6.144  0.132
H: 2.302 -0.557 4.177  0.121
H: 1.926 -1.745 -2.406  0.136
H: 4.228 -2.733 -2.282  0.133
H: 6.042 -3.657 -1.062  0.122
H: 6.941 -4.674 1.026  0.130
H: 5.747 -4.413 3.177  0.124
H: 3.464 -3.114 3.166  0.108
C: -3.773 5.283 0.146  -0.101
C: -2.469 5.580 -0.623  -0.221
C: -1.157 5.391 0.218  -0.151
C: -0.755 3.931 0.575  -0.147
N: 0.181 3.334 -0.379  0.001
C: -0.042 2.172 -1.121  -0.583
Se: -1.450 1.044 -0.891  0.867
N: 0.877 2.142 -2.153  -0.003
C: 0.872 1.289 -3.331  -0.152
C: 0.083 1.916 -4.496  -0.183
C: 0.553 3.232 -5.086  -0.232
C: 1.861 3.169 -5.952  -0.081
C: 1.865 3.131 -1.888  -0.150
C: 3.071 3.297 -2.553  -0.007
C: 3.881 4.291 -2.033  -0.046
C: 3.521 5.031 -0.887  -0.047
C: 2.260 4.927 -0.305  0.019
C: 1.430 3.887 -0.806  -0.114
H: -4.629 5.628 -0.438  0.079
H: -3.763 5.826 1.097  0.077
H: -3.985 4.232 0.387  0.057
H: -2.443 6.599 -0.968  0.106
H: -2.491 4.917 -1.471  0.095
H: -1.197 5.916 1.189  0.120
H: -0.326 5.905 -0.312  0.108
H: -1.598 3.261 0.542  0.042
H: -0.376 3.845 1.611  0.134
H: 0.411 0.342 -3.057  0.088
H: 1.932 1.060 -3.578  0.132
H: -0.977 1.957 -4.189  0.112
H: 0.018 1.156 -5.300  0.129
H: 0.730 4.033 -4.318  0.115
H: -0.250 3.568 -5.738  0.108
H: 2.730 2.999 -5.341  0.031
H: 2.001 4.088 -6.515  0.078
H: 1.832 2.360 -6.712  0.087
H: 3.384 2.635 -3.383  0.116
H: 4.851 4.469 -2.544  0.134
H: 4.239 5.783 -0.559  0.123
H: 1.954 5.560 0.541  0.128

Values from the calculation:
Total charge   +3
Orbital gap (spin up / spin down)   5.29 / 4.88 eV
Lowest unoccupied orbital energy (spin up / spin down)   -9.82 / -10.17 eV
HOMO (spin up / spin down)   -0.5553 / -0.5529 Ha

***

Number 1: total energy -4884.92942 hartree. Number 2: total energy -6767.08014 hartree.